1.
Density functional theory data (ωB97M-V/def2-TZVPD) for 2 unconnected molecules or ions with the total composition C5H10NO2 in a non-equilibrium geometry.

```
18
Properties=species:S:1:pos:R:3:nbo_charge:R:1
C -1.896 2.058 2.085 -0.440
N -2.680 1.080 2.751 -0.811
C 0.844 -0.900 0.505 -0.201
C 1.002 0.295 -0.300 -0.480
C 0.772 0.246 -1.899 -0.002
O 0.129 1.348 -2.168 -0.640
C 1.012 -2.226 0.002 0.299
O 1.418 -2.512 -1.117 -0.567
H -2.367 3.067 2.097 0.149
H -1.800 1.840 1.005 0.170
H -0.907 2.262 2.500 0.161
H 0.098 -0.806 1.295 0.208
H -3.475 0.880 2.145 0.282
H 0.258 1.033 0.059 0.252
H 1.954 0.772 -0.070 0.249
H 1.751 0.087 -2.389 0.128
H 0.166 -0.659 -2.067 0.145
H 0.763 -3.043 0.694 0.100
```

Its orbital gap is 2.79 eV. The largest force on an atom is 1.9 eV/A. The lowest unoccupied orbital energy is 0.43 eV. As for the HOMO energy: -2.36 eV. As for the total charge: -1. The energy above the lowest of the compared OMol25 structures with the same formula, charge and spin comes out at 8.3629 eV.

---

2.
Density functional theory data (ωB97M-V/def2-TZVPD) for a single C4H5NO molecule in a non-equilibrium geometry.

```
11
Properties=species:S:1:pos:R:3:nbo_charge:R:1
O -2.213 -0.427 -0.835 -0.520
C -1.092 -0.075 -0.493 0.347
C -0.923 1.296 -0.448 -0.100
C 1.218 0.047 0.025 -0.181
N 0.759 -0.751 1.089 -0.544
C 0.137 -0.910 -0.251 -0.185
H 0.799 1.134 -0.205 0.189
H -1.362 1.823 0.377 0.175
H 2.232 0.016 -0.302 0.223
H 0.173 -0.276 1.764 0.365
H 0.272 -1.877 -0.721 0.231
```

Its orbital gap is 8.31 eV. The largest force on an atom is 2.3 eV/A. The lowest unoccupied orbital energy is -1.16 eV. As for the HOMO energy: -9.47 eV. The energy above the lowest of the compared OMol25 structures with the same formula, charge and spin comes out at 5.7217 eV.

---

3.
Density functional theory data (ωB97M-V/def2-TZVPD) for 3 unconnected molecules or ions with the total composition C8H16BrO4S2 in a non-equilibrium geometry.

```
31
Properties=species:S:1:pos:R:3:nbo_charge:R:1
Br -12.229 -24.183 13.434 -0.949
C -13.950 -27.409 8.592 -0.393
C -13.237 -27.444 9.999 -0.422
C -12.557 -26.106 10.332 -0.644
S -13.588 -24.896 9.362 2.124
O -12.624 -24.235 8.484 -0.964
O -14.456 -24.025 10.173 -0.913
C -14.628 -25.926 8.437 -0.712
H -14.708 -28.179 8.446 0.209
H -13.327 -27.695 7.744 0.206
H -12.509 -28.249 10.097 0.218
H -14.024 -27.575 10.741 0.209
H -11.550 -26.117 9.914 0.235
H -12.428 -25.757 11.356 0.321
H -14.896 -25.749 7.395 0.260
H -15.604 -25.964 8.921 0.239
C -15.157 -26.585 13.280 -0.422
C -15.630 -26.547 14.720 -0.420
C -15.882 -25.115 14.974 -0.617
S -16.677 -24.426 13.379 2.096
O -15.969 -23.166 13.009 -0.888
O -18.122 -24.524 13.505 -0.973
C -16.186 -25.785 12.365 -0.691
H -15.151 -27.636 12.991 0.196
H -14.184 -26.118 13.126 0.279
H -15.027 -26.895 15.559 0.229
H -16.512 -27.187 14.758 0.190
H -14.989 -24.497 15.074 0.274
H -16.429 -24.996 15.909 0.222
H -16.073 -25.459 11.331 0.274
H -17.132 -26.317 12.265 0.225
```

Its orbital gap is 6.67 eV. The largest force on an atom is 4.2 eV/A. The lowest unoccupied orbital energy is 2.63 eV. As for the HOMO energy: -4.04 eV. As for the total charge: -1. The energy above the lowest of the compared OMol25 structures with the same formula, charge and spin comes out at 1.9144 eV.

---

4.
Density functional theory data (ωB97M-V/def2-TZVPD) for a single C4H7NS molecule in a non-equilibrium geometry.

```
13
Properties=species:S:1:pos:R:3:nbo_charge:R:1
C 1.609 1.278 -1.690 -0.431
N 0.540 1.073 -0.719 -0.417
C 0.505 0.117 0.043 0.200
S 1.264 -1.386 0.584 0.067
C -0.202 -0.428 1.232 -0.305
C -1.465 -1.220 1.326 -0.640
H 2.343 2.082 -1.490 0.216
H 1.204 1.414 -2.705 0.213
H 2.233 0.258 -1.648 0.172
H 0.168 0.177 2.119 0.235
H -2.381 -0.560 1.601 0.226
H -1.469 -2.101 2.057 0.231
H -1.778 -1.729 0.356 0.232
```

Its orbital gap is 9.82 eV. As for the SMILES: C/N=C1\S[C@@H]1C. The largest force on an atom is 3.5 eV/A. The lowest unoccupied orbital energy is 0.81 eV. As for the HOMO energy: -9.01 eV. The energy above the lowest of the compared OMol25 structures with the same formula, charge and spin comes out at 2.0385 eV.

---

5.
Density functional theory data (ωB97M-V/def2-TZVPD) for a single C5H7NO molecule in a non-equilibrium geometry.

```
14
Properties=species:S:1:pos:R:3:nbo_charge:R:1
C 2.030 0.147 0.078 -0.750
C 0.706 -0.547 0.037 0.610
O 0.701 -1.650 0.546 -0.553
C -0.633 -0.035 -0.484 -0.431
C -1.729 -0.356 0.549 -0.582
C -0.654 1.376 -0.879 0.284
N -0.715 2.491 -1.182 -0.311
H 2.705 -0.226 -0.695 0.252
H 2.302 -0.485 0.938 0.276
H 2.051 1.253 0.069 0.245
H -0.798 -0.639 -1.385 0.274
H -1.607 0.250 1.453 0.219
H -2.718 -0.174 0.126 0.222
H -1.639 -1.407 0.829 0.245
```

Its orbital gap is 10.98 eV. As for the SMILES: CC(=O)[C@@H](C)C#N. The largest force on an atom is 2.0 eV/A. The lowest unoccupied orbital energy is 0.61 eV. As for the HOMO energy: -10.37 eV. The energy above the lowest of the compared OMol25 structures with the same formula, charge and spin comes out at 1.0856 eV.

---

6.
Density functional theory data (ωB97M-V/def2-TZVPD) for a single C4H9NS molecule in a non-equilibrium geometry.

```
15
Properties=species:S:1:pos:R:3:nbo_charge:R:1
C 0.785 1.426 -0.104 -0.410
N 0.295 0.064 -0.248 -0.447
C 1.347 -0.970 -0.127 -0.410
C -0.900 -0.293 0.535 -0.303
C -2.117 -0.354 -0.373 -0.247
S -3.608 0.144 -0.061 0.065
H 1.719 1.527 -0.675 0.202
H 1.021 1.758 0.917 0.166
H 0.093 2.141 -0.546 0.204
H 1.662 -1.057 0.865 0.170
H 2.293 -0.618 -0.630 0.200
H 1.060 -1.933 -0.557 0.203
H -0.686 -1.255 0.932 0.215
H -1.087 0.353 1.358 0.201
H -1.878 -0.935 -1.288 0.192
```

Its orbital gap is 8.54 eV. As for the SMILES: CN(C)CC=S. The largest force on an atom is 2.5 eV/A. The lowest unoccupied orbital energy is -0.02 eV. As for the HOMO energy: -8.56 eV. The energy above the lowest of the compared OMol25 structures with the same formula, charge and spin comes out at 1.7476 eV.